# 1
# C48H61ClN11

A 11-piece molecular cluster, C48H61ClN11 overall (ωB97M-V/def2-TZVPD, OMol25).

net charge = +1
F_max = 2.70 eV/A
DFT total energy = -2927.7555 hartree

Cartesian coordinates (Å):
Cl 1.720 -1.964 4.969
C 1.355 -1.319 3.309
C 0.863 0.188 3.425
C -0.199 0.529 2.257
N -1.379 -0.355 2.557
C -2.058 -0.282 3.742
C -3.173 -1.156 4.054
C -3.560 -2.140 3.049
C -2.829 -2.161 1.782
C -1.726 -1.245 1.552
H 0.579 -1.972 2.821
H 2.292 -1.317 2.699
H 0.437 0.374 4.448
H 1.732 0.891 3.327
H -0.475 1.612 2.223
H 0.306 0.237 1.298
H -1.732 0.471 4.498
H -3.662 -1.047 5.044
H -4.400 -2.848 3.219
H -3.086 -2.872 0.969
H -1.144 -1.235 0.592
N 2.015 4.193 1.759
C 1.694 5.283 0.993
C 0.891 6.105 1.743
C 0.725 5.494 3.012
C 1.429 4.317 2.993
H 2.590 3.424 1.461
H 2.063 5.377 -0.016
H 0.472 7.044 1.417
H 0.153 5.874 3.844
H 1.566 3.559 3.750
N 4.835 7.211 0.581
C 6.176 7.347 0.819
C 6.725 8.031 -0.235
C 5.675 8.325 -1.141
C 4.521 7.810 -0.610
H 4.181 6.745 1.187
H 6.622 6.945 1.714
H 7.766 8.293 -0.342
H 5.756 8.855 -2.077
H 3.506 7.816 -0.976
N 0.360 -2.094 -1.788
C 1.707 -1.958 -1.563
C 2.247 -1.289 -2.629
C 1.189 -1.003 -3.531
C 0.037 -1.508 -2.986
H -0.289 -2.551 -1.172
H 2.161 -2.351 -0.667
H 3.288 -1.031 -2.749
H 1.264 -0.485 -4.474
H -0.980 -1.504 -3.345
N -4.537 -5.818 2.359
C -5.205 -6.969 2.036
C -5.123 -7.819 3.107
C -4.382 -7.157 4.120
C -4.036 -5.924 3.633
H -4.432 -5.022 1.757
H -5.678 -7.083 1.074
H -5.549 -8.808 3.160
H -4.132 -7.541 5.096
H -3.477 -5.116 4.080
N -2.000 -4.931 -3.221
C -0.647 -4.954 -2.999
C -0.221 -6.251 -3.121
C -1.357 -7.042 -3.434
C -2.438 -6.201 -3.492
H -2.581 -4.112 -3.192
H -0.108 -4.048 -2.773
H 0.794 -6.595 -3.000
H -1.379 -8.108 -3.598
H -3.478 -6.395 -3.701
N -1.011 1.776 -4.647
C -2.219 2.416 -4.574
C -2.621 2.710 -5.851
C -1.620 2.225 -6.731
C -0.641 1.651 -5.960
H -0.478 1.447 -3.859
H -2.686 2.608 -3.621
H -3.533 3.217 -6.124
H -1.618 2.288 -7.808
H 0.284 1.167 -6.231
N -2.076 -10.338 -6.758
C -2.433 -11.659 -6.789
C -3.399 -11.859 -5.837
C -3.639 -10.609 -5.211
C -2.811 -9.690 -5.802
H -1.383 -9.910 -7.347
H -1.968 -12.341 -7.483
H -3.881 -12.798 -5.616
H -4.341 -10.406 -4.417
H -2.679 -8.634 -5.626
N 1.262 3.657 -7.334
C 2.605 3.794 -7.107
C 3.148 4.469 -8.170
C 2.092 4.755 -9.071
C 0.941 4.244 -8.527
H 0.609 3.194 -6.717
H 3.057 3.400 -6.210
H 4.189 4.730 -8.287
H 2.166 5.277 -10.013
H -0.076 4.247 -8.885
N -2.168 0.362 7.619
C -2.937 0.761 8.681
C -2.218 1.678 9.400
C -0.968 1.846 8.748
C -0.967 1.024 7.651
H -2.442 -0.310 6.926
H -3.925 0.357 8.831
H -2.551 2.176 10.297
H -0.162 2.496 9.049
H -0.218 0.851 6.894
N 4.002 5.743 4.981
C 3.225 6.131 6.040
C 3.939 7.041 6.776
C 5.192 7.214 6.135
C 5.201 6.404 5.030
H 3.733 5.078 4.278
H 2.236 5.726 6.177
H 3.598 7.530 7.675
H 5.996 7.861 6.449
H 5.955 6.238 4.277

# 2
# C48H62N6O24S4

A 10-piece molecular cluster, C48H62N6O24S4 overall (ωB97M-V/def2-TZVPD, OMol25).

net charge = 0
F_max = 4.71 eV/A
DFT total energy = -5592.6368 hartree
structure (SMILES) = O=[N+]([O-])c1ccccc1.O=[N+]([O-])c1ccccc1.O=[N+]([O-])c1ccccc1.O=[N+]([O-])c1ccccc1.O=[N+]([O-])c1ccccc1.O=[N+]([O-])c1ccccc1.CCOS(C)(=O)=O.CCOS(C)(=O)=O.CCOS(C)(=O)=O.CCOS(C)(=O)=O

Cartesian coordinates (Å):
O -31.344 -15.448 -2.471
S -30.147 -14.623 -2.157
O -28.951 -14.677 -2.957
O -30.832 -13.181 -2.153
C -29.803 -12.053 -2.283
C -29.915 -11.017 -1.159
C -29.731 -14.950 -0.534
H -30.165 -11.675 -3.224
H -28.808 -12.389 -2.417
H -30.881 -10.451 -1.148
H -29.044 -10.369 -1.230
H -29.868 -11.628 -0.270
H -29.137 -14.161 -0.099
H -29.306 -15.975 -0.524
H -30.730 -15.150 -0.062
O -26.692 -9.736 -0.614
S -26.166 -8.821 0.390
O -24.720 -8.822 0.636
O -26.448 -7.315 0.123
C -27.545 -7.012 -0.817
C -27.572 -5.513 -0.998
C -27.100 -9.193 1.919
H -28.468 -7.384 -0.328
H -27.456 -7.576 -1.752
H -27.824 -4.878 -0.105
H -28.302 -5.278 -1.804
H -26.572 -5.264 -1.394
H -26.783 -8.608 2.787
H -26.887 -10.273 1.988
H -28.084 -9.044 1.592
O -31.046 -15.437 -7.517
S -31.115 -16.872 -7.536
O -32.230 -17.498 -8.144
O -29.770 -17.454 -8.155
C -28.527 -16.797 -7.712
C -27.391 -17.770 -8.019
C -31.097 -17.554 -5.944
H -28.630 -16.625 -6.642
H -28.426 -15.837 -8.202
H -26.447 -17.480 -7.616
H -27.364 -17.911 -9.110
H -27.648 -18.713 -7.670
H -31.802 -17.053 -5.304
H -30.180 -17.511 -5.394
H -31.426 -18.552 -6.012
O -27.606 -13.082 -7.827
S -28.019 -12.232 -6.761
O -27.118 -11.993 -5.631
O -28.377 -10.846 -7.396
C -28.896 -10.775 -8.780
C -29.383 -9.385 -9.068
C -29.495 -12.782 -6.105
H -29.652 -11.478 -8.881
H -28.016 -11.075 -9.380
H -29.519 -9.278 -10.148
H -28.673 -8.641 -8.715
H -30.363 -9.178 -8.657
H -30.256 -12.984 -6.810
H -29.854 -11.940 -5.490
H -29.249 -13.629 -5.394
C -30.124 -12.471 3.335
C -28.764 -12.427 3.473
C -28.150 -11.835 4.555
C -29.020 -11.310 5.508
C -30.410 -11.340 5.413
C -30.954 -11.971 4.303
N -28.479 -10.661 6.704
O -27.273 -10.608 6.725
O -29.260 -10.444 7.587
H -30.501 -12.948 2.433
H -28.174 -12.870 2.734
H -27.017 -11.821 4.659
H -31.046 -10.871 6.150
H -32.027 -11.766 4.122
C -25.151 -7.096 -4.277
C -26.169 -6.340 -4.910
C -27.427 -6.916 -5.073
C -27.625 -8.221 -4.535
C -26.620 -8.935 -3.886
C -25.384 -8.312 -3.703
N -28.992 -8.679 -4.599
O -29.272 -9.766 -4.178
O -29.839 -7.922 -5.129
H -24.180 -6.620 -4.124
H -26.032 -5.389 -5.368
H -28.263 -6.399 -5.476
H -26.925 -9.832 -3.390
H -24.592 -8.932 -3.185
C -24.070 -15.939 -0.878
C -25.406 -16.203 -0.689
C -26.175 -16.357 -1.822
C -25.596 -16.305 -3.104
C -24.221 -15.997 -3.242
C -23.477 -15.765 -2.135
N -26.344 -16.681 -4.339
O -27.362 -17.396 -4.227
O -25.926 -16.343 -5.399
H -23.346 -15.851 -0.041
H -25.868 -16.308 0.275
H -27.258 -16.563 -1.785
H -23.831 -15.901 -4.243
H -22.430 -15.476 -2.173
C -23.977 -10.343 -7.073
C -24.037 -11.718 -7.252
C -23.063 -12.409 -7.929
C -21.994 -11.639 -8.430
C -21.918 -10.290 -8.319
C -22.938 -9.590 -7.673
N -20.920 -12.353 -9.085
O -19.928 -11.728 -9.489
O -21.062 -13.556 -9.140
H -24.751 -9.839 -6.488
H -24.881 -12.199 -6.765
H -23.073 -13.458 -8.026
H -21.002 -9.887 -8.787
H -22.908 -8.481 -7.592
C -24.004 -10.824 4.852
C -23.775 -12.139 5.180
C -22.960 -12.985 4.358
C -22.616 -12.475 3.119
C -22.901 -11.145 2.682
C -23.565 -10.343 3.568
N -21.883 -13.395 2.247
O -21.372 -12.942 1.217
O -21.995 -14.598 2.502
H -24.615 -10.105 5.438
H -24.157 -12.584 6.051
H -22.685 -14.010 4.647
H -22.745 -10.827 1.727
H -23.926 -9.344 3.320
C -23.228 -11.943 -2.928
C -24.513 -12.153 -3.460
C -25.559 -12.340 -2.523
C -25.279 -12.225 -1.206
C -24.063 -11.863 -0.653
C -22.990 -11.785 -1.562
N -26.383 -12.489 -0.267
O -26.161 -11.957 0.822
O -27.373 -13.132 -0.536
H -22.375 -11.831 -3.640
H -24.683 -12.241 -4.483
H -26.534 -12.649 -2.881
H -23.979 -11.690 0.378
H -21.981 -11.698 -1.158

# 3
# C48H64N8OPRuSe

C48H64N8OPRuSe as an isolated structure (ωB97M-V/def2-TZVPD, OMol25).

net charge = +1
F_max = 1.88 eV/A
DFT total energy = -5218.3572 hartree

Cartesian coordinates (Å):
Ru -0.160 0.431 -0.011
C 2.815 -3.143 0.463
C 3.784 -2.007 0.781
C 5.116 -2.565 1.294
C 3.939 -1.143 -0.468
C 4.929 -1.520 -1.367
C 5.151 -0.825 -2.539
C 4.367 0.274 -2.819
C 3.348 0.690 -1.967
C 2.616 1.945 -2.381
C 2.863 3.076 -1.379
C 1.148 1.648 -2.700
C 3.109 -0.037 -0.787
N 2.033 0.274 0.153
C 2.346 0.629 1.319
C 1.335 0.551 2.429
N 0.104 0.364 2.206
C -0.772 -0.112 3.263
C -0.589 -1.455 3.705
C -1.546 -2.009 4.552
C -2.635 -1.287 4.994
C -2.739 0.044 4.641
C -1.821 0.671 3.800
C -2.052 2.178 3.626
C -2.852 2.464 2.345
C -0.788 3.032 3.742
C 0.600 -2.366 3.370
C 0.153 -3.697 2.759
C 1.425 -2.646 4.634
C 2.059 0.826 3.683
C 1.698 0.896 5.002
C 2.674 1.297 5.946
C 3.963 1.603 5.585
C 4.366 1.535 4.227
C 5.652 1.817 3.697
C 5.883 1.720 2.348
C 4.873 1.341 1.429
C 3.625 1.052 1.916
C 3.389 1.149 3.310
H 2.757 -3.841 1.300
H 3.173 -3.690 -0.414
H 1.810 -2.762 0.259
H 3.368 -1.423 1.594
H 5.481 -3.379 0.663
H 4.981 -2.970 2.300
H 5.884 -1.788 1.342
H 5.552 -2.377 -1.143
H 5.933 -1.134 -3.223
H 4.553 0.847 -3.720
H 3.060 2.278 -3.317
H 2.603 2.794 -0.368
H 2.287 3.963 -1.639
H 3.925 3.341 -1.392
H 0.711 1.023 -1.917
H 1.065 1.083 -3.633
H 0.573 2.570 -2.794
H -1.421 -3.034 4.887
H -3.370 -1.746 5.648
H -3.549 0.640 5.048
H -2.686 2.464 4.464
H -2.424 1.945 1.497
H -2.858 3.533 2.117
H -3.886 2.123 2.460
H -0.068 2.826 2.955
H -0.300 2.872 4.706
H -1.053 4.089 3.672
H 1.252 -1.887 2.646
H -0.573 -4.206 3.396
H 1.007 -4.363 2.644
H -0.278 -3.541 1.776
H 0.844 -3.229 5.356
H 1.748 -1.726 5.124
H 2.318 -3.223 4.375
H 0.697 0.655 5.335
H 2.388 1.359 6.989
H 4.681 1.899 6.343
H 6.455 2.109 4.365
H 6.872 1.938 1.962
H 5.103 1.291 0.373
Se -0.038 2.932 0.364
C -0.832 3.832 -1.011
N -1.336 4.403 -1.884
N -2.417 1.689 -2.156
C -3.053 1.116 -1.105
C -4.451 1.211 -0.981
C -5.078 0.564 0.052
C -4.325 -0.185 0.960
C -2.972 -0.239 0.776
N -2.331 0.401 -0.227
H -2.842 2.488 -2.593
H -1.417 1.724 -2.123
H -5.005 1.802 -1.701
H -6.157 0.631 0.159
H -4.791 -0.695 1.793
H -2.335 -0.793 1.448
C -1.991 -3.446 -3.573
N -1.543 -2.491 -2.566
C -1.195 -1.176 -3.086
P -1.487 -2.873 -0.972
O -0.615 -1.910 -0.220
N -3.026 -2.899 -0.374
C -3.239 -3.255 1.026
C -4.209 -3.049 -1.208
N -0.935 -4.416 -0.881
C 0.401 -4.698 -1.411
C -1.779 -5.599 -0.750
H -1.177 -3.696 -4.258
H -2.817 -3.034 -4.158
H -2.334 -4.368 -3.101
H -0.455 -1.273 -3.887
H -0.761 -0.580 -2.297
H -2.067 -0.647 -3.478
H -2.318 -3.150 1.590
H -3.595 -4.285 1.141
H -3.986 -2.590 1.467
H -4.000 -2.727 -2.226
H -5.007 -2.413 -0.815
H -4.579 -4.080 -1.229
H 0.910 -3.769 -1.663
H 0.333 -5.313 -2.314
H 1.003 -5.233 -0.674
H -2.811 -5.323 -0.547
H -1.423 -6.232 0.067
H -1.757 -6.193 -1.669

no.,highest occupied orbital energy (eV),LUMO (eV)
1,-9.3,-5.114
2,-9.9,-1.131
3,-9.8,-3.472